116
Properties=species:S:1:pos:R:3:forces:R:3 method="wB97M-V/def2-TZVPD" lumo_ev=-1.07 homo_energy_ev=-7.903 total_charge=0 multiplicity=1 orbital_gap_ev=6.8342 total_energy_ev=-59116.4269
N -5.858910 8.629204 4.794487 0.3 0.2 0.0
H -5.841458 7.729216 4.336439 0.3 -0.9 0.0
H -6.699148 8.787861 5.332003 -0.5 0.1 -0.2
H -5.734573 9.275502 4.028360 -0.4 1.0 -0.8
H -5.071491 8.780498 5.408642 0.6 -0.4 0.2
N -3.245287 10.457958 0.030566 -1.0 0.8 0.5
H -2.553060 10.389263 0.762826 0.3 -0.4 0.1
H -3.070276 11.247381 -0.574653 0.8 0.1 -1.1
H -4.114063 10.783255 0.429940 -1.2 0.1 1.1
H -3.516158 9.581552 -0.392080 0.5 -0.6 -0.5
B -3.217530 6.546379 2.135958 -0.1 -0.3 -0.1
H -4.108165 6.121092 1.699919 -3.7 -1.6 -1.8
H -2.609319 6.986259 1.360824 2.6 1.8 -3.1
H -3.486915 7.302947 2.856565 -1.4 3.7 3.3
H -2.716428 5.779322 2.705825 2.2 -3.0 2.0
B -6.489188 11.131667 1.724825 0.0 0.0 0.3
H -7.559235 11.091245 1.592158 -4.2 -0.2 -0.4
H -6.088547 10.132255 1.794773 1.7 -4.2 0.6
H -6.093269 11.593070 0.833423 1.8 1.8 -3.8
H -6.225566 11.777028 2.548384 1.1 2.4 3.6
C 4.411510 13.586936 -0.155206 -1.6 1.4 -1.0
O 2.964364 13.578023 -0.513905 1.8 -1.8 0.5
C 2.569364 12.306186 -1.091061 -0.7 0.8 -0.9
C 1.400443 12.657256 -2.050628 1.3 -1.2 0.1
N 0.214033 13.066204 -1.342878 0.2 -0.3 -0.1
C -0.576156 13.773057 -2.347632 -2.2 -0.4 0.2
C -2.033256 14.270729 -2.004761 0.4 -0.1 1.2
O -3.060514 13.242315 -1.857811 1.5 0.1 0.1
C -3.752417 13.110327 -3.080480 -0.5 -0.6 -0.5
H 5.008761 13.726385 -1.056281 -0.1 -0.7 -0.4
H 4.769037 12.741072 0.431969 -0.3 0.1 0.1
H 4.541985 14.574485 0.287317 0.0 -0.4 0.8
H 2.272865 11.524836 -0.391289 -0.3 0.4 0.7
H 3.384563 11.815503 -1.622819 0.2 0.4 -0.4
H 1.147938 11.841129 -2.727591 0.1 -0.5 0.2
H 1.774452 13.412205 -2.742197 0.2 0.5 0.1
H 0.564400 13.419554 -0.463970 -0.8 1.3 0.0
H -0.715684 12.944993 -3.042566 -0.1 0.3 -0.7
H -0.061124 14.579870 -2.869072 0.3 0.2 0.1
H -2.471494 15.040215 -2.640327 0.6 -0.2 -0.9
H -1.951975 14.860275 -1.091566 -0.2 -0.5 0.6
H -4.575620 13.824640 -3.067120 0.1 0.2 -0.6
H -4.171592 12.121590 -3.267044 -0.3 -0.3 1.0
H -3.102025 13.134478 -3.954836 0.2 0.9 0.0
C -13.300622 13.632378 0.972149 1.5 -0.9 0.0
O -13.586580 14.845251 1.572051 -1.2 0.0 0.2
C -13.829656 15.909404 0.688283 -0.3 1.1 1.5
C -14.929590 15.649258 -0.295443 0.9 -0.6 -2.6
N -15.363301 16.790081 -1.131185 1.7 -3.1 0.1
C -16.302952 17.518914 -0.439829 -0.8 3.8 -0.7
C -17.309834 18.190288 -1.370883 -2.6 0.5 1.3
O -18.486094 17.390351 -1.595961 1.9 -2.0 1.1
C -19.490489 18.046134 -2.220700 -1.4 0.3 -0.4
H -13.294372 12.879761 1.760591 0.1 0.0 0.0
H -12.296695 13.730519 0.559115 0.4 -0.4 -0.1
H -13.892874 13.231955 0.149353 -0.7 0.5 0.1
H -12.891242 16.279275 0.275165 0.0 -0.2 -0.6
H -14.152072 16.682944 1.385269 -0.1 0.4 -0.1
H -15.780541 15.104499 0.113464 0.0 0.1 0.5
H -14.516167 15.038031 -1.097678 0.2 -0.8 0.4
H -15.704484 16.345336 -1.971366 -0.4 0.3 0.0
H -15.713889 18.341728 -0.034750 -0.3 0.7 0.3
H -16.774608 17.148751 0.470460 -0.5 -0.9 -0.3
H -17.129476 18.637926 -2.348223 1.4 -0.2 0.0
H -17.707295 18.998232 -0.756605 0.1 0.7 0.0
H -19.737840 18.960111 -1.680729 0.0 0.6 -0.3
H -20.392379 17.436355 -2.167174 0.0 -0.2 -0.1
H -19.274602 18.204630 -3.277291 0.0 0.5 -0.2
C -6.209435 16.189650 7.094027 -0.7 -0.4 0.4
O -5.571216 15.070056 7.718096 0.0 -0.3 -1.0
C -5.892943 13.853107 7.008448 1.8 -0.8 1.4
C -4.861609 12.705094 7.530431 -1.8 0.9 -0.5
N -3.512389 13.035431 7.153401 1.1 0.0 0.1
C -2.876375 14.046673 8.015419 0.2 1.0 0.2
C -3.018920 13.710159 9.527526 -0.6 1.1 -1.7
O -2.572733 12.401452 9.711671 1.1 0.2 0.9
C -3.374804 11.589329 10.560194 0.0 -0.4 -2.0
H -5.705281 17.155475 7.127307 0.8 -0.4 0.3
H -7.124289 16.349084 7.664752 -0.5 0.1 -0.5
H -6.397158 15.963188 6.044472 -0.3 0.1 0.0
H -5.653414 13.957400 5.950217 0.0 0.2 -0.3
H -6.955361 13.615078 7.060558 -0.1 -0.2 0.4
H -5.146869 11.731149 7.132728 -0.1 0.0 -1.0
H -4.955766 12.411865 8.576017 0.1 1.0 0.2
H -3.553108 13.530283 6.273879 -0.1 -0.5 -0.5
H -3.193493 15.009226 7.614126 -1.7 0.6 1.5
H -1.883764 14.405855 7.743759 1.3 -2.1 0.0
H -4.079065 13.818467 9.756580 -0.2 -0.1 0.2
H -2.518997 14.472667 10.124831 0.4 -0.2 0.2
H -4.070556 12.206537 11.128602 0.1 -0.5 0.4
H -2.804528 10.804830 11.057612 0.4 0.8 0.7
H -3.859673 10.984146 9.794193 -1.2 -0.3 0.4
C -7.105688 7.849484 -2.378273 7.1 0.7 -0.3
O -5.877256 8.007819 -2.365911 0.6 0.3 1.0
N -7.621536 7.471012 -3.472985 -3.0 -2.4 -6.1
N -7.903575 8.147922 -1.449577 -3.5 0.9 3.8
H -6.982165 7.387702 -4.250377 -0.1 -0.2 0.3
H -8.462067 6.913268 -3.523254 0.1 0.2 0.0
H -8.799983 8.333228 -1.876443 -0.4 0.5 1.5
H -7.494371 8.566036 -0.626273 -0.6 0.2 0.0
C -8.239269 15.709665 2.006244 -0.7 2.6 0.9
O -8.749276 16.789620 2.117823 -1.9 2.2 0.0
N -7.065738 15.548605 1.531331 5.4 -0.8 -2.6
N -8.673300 14.596821 2.481005 -3.2 -4.1 2.1
H -6.725769 14.603476 1.637352 1.0 0.6 -0.6
H -6.499721 16.332277 1.238787 -0.2 -0.4 0.1
H -8.125838 13.751442 2.405409 -0.6 -0.1 0.2
H -9.566795 14.602054 2.951879 0.2 -0.3 -0.2
C -11.888095 7.432557 2.860285 -6.9 0.1 -0.7
O -12.934651 7.901996 2.429705 -0.2 2.0 -1.4
N -12.044077 6.294241 3.455991 3.1 -3.3 2.4
N -10.722751 7.958067 2.780435 4.1 2.4 -0.9
H -11.091918 5.988679 3.597845 -0.7 -1.9 0.8
H -12.883185 5.742323 3.562658 0.4 0.5 -0.3
H -10.691873 8.692042 2.087306 0.5 0.2 0.4
H -9.920272 7.733274 3.351052 -0.3 0.0 -0.4

61
Properties=species:S:1:pos:R:3:forces:R:3 method="wB97M-V/def2-TZVPD" lumo_ev="0.16 / -0.44" de_lowest_ev=0.000 homo_energy_ev="-6.965 / -5.363" total_charge=0 multiplicity=1 orbital_gap_ev="7.1257 / 4.9210" total_energy_ev=-52403.9866
Pb -0.004281 -0.503563 -0.068293 -0.3 0.3 0.3
P 2.629037 -0.640300 -0.360126 0.1 0.3 0.2
P -2.763965 -0.363022 0.048721 0.6 0.1 -0.1
N -0.228009 0.618679 -1.886845 -0.9 0.9 -0.4
H 1.328902 -3.187766 2.198954 0.1 0.2 -0.1
C 3.225970 -2.137768 -1.181328 0.4 -0.1 -0.1
H 4.324808 -2.130938 -1.222136 -0.2 -0.2 -0.1
H 2.817008 -2.183012 -2.199552 0.1 0.1 0.3
H 2.875426 -3.028280 -0.641524 0.1 0.3 -0.1
C 3.402424 -0.572045 1.282502 0.5 -0.1 0.0
H 4.485007 -0.742635 1.180481 -0.2 0.1 0.3
H 2.955467 -1.341870 1.928720 0.2 0.1 -0.3
H 3.218884 0.401261 1.757620 0.0 -0.2 -0.3
C 3.230676 0.783064 -1.316877 0.5 0.1 -0.1
H 4.329628 0.832514 -1.275729 -0.2 0.1 -0.2
H 2.816315 1.721302 -0.925722 0.1 -0.4 0.0
H 2.883663 0.694791 -2.355766 0.1 -0.1 0.3
C -3.662626 -1.766740 -0.676492 -0.3 0.0 0.0
H -4.750335 -1.620953 -0.591593 0.3 -0.2 -0.1
H -3.366478 -2.695335 -0.168267 -0.1 0.3 -0.1
H -3.381321 -1.862246 -1.733976 -0.1 0.1 0.3
C -3.315686 -0.254788 1.783671 -0.3 0.0 0.0
H -4.414721 -0.252889 1.834415 0.3 0.0 0.1
H -2.920216 0.653423 2.257527 -0.1 -0.2 -0.3
H -2.911147 -1.114445 2.338347 -0.2 0.2 -0.2
C -3.342804 1.146499 -0.796522 -0.4 0.0 0.1
H -4.418737 1.308062 -0.618630 0.3 0.1 -0.2
H -3.134522 1.061855 -1.872535 -0.1 -0.1 0.3
H -2.765710 2.008701 -0.431824 -0.2 -0.3 0.0
C -0.115432 1.479137 -2.879846 0.3 -0.8 0.2
C -0.044792 1.743267 -5.291163 0.1 -0.1 0.1
C -0.073997 0.907563 -4.197720 -0.1 0.5 0.1
C -0.092564 2.906010 -2.694206 0.1 -0.5 0.1
C -0.045481 3.723077 -3.803224 -0.1 -0.1 0.1
C -0.029647 3.138611 -5.084494 0.0 0.2 -0.3
H -0.036216 1.299245 -6.293589 0.0 0.5 0.3
H -0.094058 -0.194480 -4.215876 0.0 0.7 -0.3
H -0.141484 3.265792 -1.651649 0.1 -0.1 -0.7
H -0.028627 4.809827 -3.654429 0.0 -0.4 -0.4
H -0.008673 3.791601 -5.950500 0.0 0.0 0.0
C 0.255832 -3.279175 1.964465 0.0 0.7 -0.3
O -0.229170 -2.235655 1.168558 -0.2 -0.6 0.6
C 0.078664 -4.567117 1.172313 0.0 -0.7 -0.3
H -0.320616 -5.421840 1.715640 0.1 0.0 0.4
H 1.014862 -4.877285 0.711849 0.2 -0.1 0.1
H -0.594365 -4.411347 0.331245 -0.2 0.3 0.1
C -0.498582 -3.162936 3.267065 -0.7 -0.3 0.5
H -1.480476 -3.608323 3.133479 -0.3 -0.3 0.1
H -0.710545 -2.124777 3.510824 0.3 0.2 -0.1
H -0.028867 -3.593083 4.146187 0.2 -0.4 0.0
F 0.657063 4.100088 4.283240 -0.1 -0.5 -0.5
C 0.495686 3.118502 3.333788 0.1 0.4 0.4
C 0.941089 3.387358 2.039117 -0.3 -0.6 0.1
C 0.762674 2.365380 1.089612 0.4 1.0 0.3
C 0.206948 1.169984 1.474590 -0.3 -1.3 -1.1
C -0.227077 0.926722 2.754471 -0.2 0.3 1.2
C -0.096802 1.922157 3.739421 0.2 0.0 -0.7
H 1.396008 4.343331 1.788847 -0.1 -0.2 0.2
H 1.056884 2.514899 0.041439 -0.1 0.0 0.5
H -0.681362 -0.045413 2.997140 0.3 0.5 0.0
H -0.429563 1.777302 4.766209 0.1 0.1 -0.2

111
Properties=species:S:1:pos:R:3:forces:R:3 method="wB97M-V/def2-TZVPD" lumo_ev=-2.32 de_lowest_ev=5.796 homo_energy_ev=-12.485 total_charge=+1 multiplicity=1 orbital_gap_ev=10.1676 total_energy_ev=-65268.0254
C 2.010270 -1.259486 -3.478306 1.9 10.4 -3.0
C 2.072270 -0.593486 -2.147306 1.3 0.5 -1.3
C 0.848270 -0.332486 -1.438306 -3.5 -1.1 1.9
C 1.081270 0.190514 -0.015306 -4.2 -9.0 1.6
N -0.131730 0.408514 0.889694 -1.8 0.7 -2.0
C -0.947730 1.572514 0.298694 -0.9 -1.4 -1.4
C -1.663730 2.293514 1.358694 -2.2 -6.2 2.9
C -0.857730 1.986514 2.616694 -3.9 -6.9 -0.6
C 0.271270 0.980514 2.180694 -1.4 6.8 -5.4
C -1.016730 -0.782486 1.019694 -0.6 0.2 4.5
C -0.306730 -1.995486 1.602694 -6.1 0.4 3.6
C -1.275730 -3.215486 1.685694 3.6 0.1 -2.2
H 2.921270 -1.120486 -4.145306 -1.3 -0.2 1.0
H 1.119270 -0.806486 -3.895306 0.0 -0.1 -1.1
H 1.808270 -2.108486 -3.276306 -2.3 -11.5 1.7
H 2.568270 0.290514 -2.331306 1.1 2.5 -0.1
H 2.733270 -1.121486 -1.579306 1.8 -1.6 2.1
H 0.244270 -1.264486 -1.365306 0.3 0.2 0.0
H 0.181270 0.339514 -1.955306 -0.1 0.5 -0.4
H 1.554270 0.981514 -0.090306 4.5 7.8 -0.1
H 1.567270 -0.544486 0.661694 0.7 0.4 -1.1
H -1.517730 1.180514 -0.588306 0.7 0.6 0.8
H -0.203730 2.264514 0.069694 1.5 0.9 -1.4
H -2.705730 2.016514 1.617694 0.3 -0.9 -0.7
H -1.871730 3.233514 1.261694 0.0 5.9 -1.3
H -1.495730 1.541514 3.513694 1.4 1.3 -1.9
H -0.403730 2.793514 2.776694 3.6 6.4 2.7
H 0.345270 0.510514 2.982694 1.5 -5.7 6.1
H 1.113270 1.649514 1.965694 0.3 -0.7 0.2
H -1.460730 -1.258486 0.240694 -1.2 0.4 -3.6
H -1.921730 -0.464486 1.750694 2.1 -0.6 -1.6
H -0.254730 -1.783486 2.642694 1.2 0.4 1.0
H 0.571270 -2.251486 1.263694 4.6 -1.2 -2.3
H -1.747730 -3.540486 0.805694 0.1 -0.4 -1.7
H -2.069730 -3.189486 2.256694 -4.3 1.8 3.4
H -0.851730 -4.060486 2.176694 1.3 -0.8 -0.2
O -3.437730 -2.350486 -1.021306 2.4 -9.2 11.7
H -4.265730 -2.314486 -1.195306 -9.2 -0.4 -1.4
H -3.135730 -1.863486 -1.578306 6.8 9.5 -10.7
O -4.061730 3.779514 2.879694 -2.3 -0.2 -0.6
H -5.098730 3.977514 2.785694 3.7 0.3 0.7
H -3.419730 4.508514 3.010694 -1.5 -0.1 0.2
O 5.898270 0.646514 -0.435306 -2.8 -2.5 -1.4
H 6.743270 0.517514 -0.018306 0.5 -0.9 0.0
H 5.395270 -0.288486 -0.733306 2.6 2.9 1.8
O 2.289270 -0.676486 -6.664306 4.8 -2.6 -3.9
H 1.968270 -0.031486 -6.181306 -2.6 5.1 3.8
H 1.695270 -1.365486 -6.706306 -2.0 -2.2 0.0
O -6.269730 2.024514 2.479694 -3.2 -0.4 0.1
H -7.082730 1.817514 1.875694 3.2 0.7 1.1
H -5.384730 2.148514 2.156694 0.1 -0.3 -1.2
O 1.740270 3.983514 3.878694 0.6 5.8 0.7
H 2.309270 3.292514 3.880694 2.0 -4.7 -0.3
H 2.520270 4.648514 4.072694 -2.8 -0.9 -0.6
O 0.870270 -3.016486 -6.197306 -1.3 -1.5 -2.8
H 1.585270 -3.503486 -5.858306 2.0 -0.6 1.5
H 0.726270 -3.632486 -6.986306 -0.4 1.5 1.1
O 3.862270 1.637514 1.046694 0.7 -1.8 4.8
H 3.498270 1.963514 0.304694 -2.0 2.0 -4.0
H 4.800270 1.616514 0.921694 0.9 -0.2 -0.5
O -3.347730 -0.287486 5.638694 -2.1 -0.5 -3.0
H -3.869730 -0.488486 4.739694 1.6 0.7 3.2
H -2.434730 -0.453486 5.368694 -0.1 -0.1 -0.1
O 0.053270 5.605514 2.389694 -0.6 -0.6 -0.7
H 0.419270 6.310514 2.923694 0.2 -0.2 0.3
H 0.432270 4.749514 2.668694 0.2 1.0 0.3
O 1.246270 1.562514 -4.971306 2.0 1.2 -1.3
H 1.562270 2.478514 -4.838306 0.3 -0.6 -0.8
H 0.650270 1.568514 -4.269306 -2.2 -0.6 1.9
O 2.481270 3.480514 -0.677306 -1.0 -1.1 2.2
H 3.100270 3.599514 -1.349306 1.4 0.6 -1.9
H 1.670270 3.927514 -0.878306 -0.4 0.5 -0.4
O 3.556270 -0.974486 2.290694 -0.2 2.5 -0.1
H 3.569270 -0.002486 1.974694 0.1 -1.8 -0.1
H 3.661270 -0.800486 3.233694 0.2 -0.6 0.1
O -2.280730 -4.940486 -1.312306 4.6 -6.1 -2.2
H -2.687730 -4.191486 -1.328306 -3.9 7.9 -1.0
H -2.517730 -5.188486 -0.469306 -1.0 -1.8 3.2
O 5.530270 -2.131486 -1.226306 -1.2 -1.2 5.0
H 5.400270 -3.078486 -0.952306 0.0 1.5 0.4
H 5.693270 -2.277486 -2.084306 1.1 -0.1 -5.5
O 2.750270 1.684514 4.562694 0.3 -1.9 1.5
H 2.628270 0.691514 4.531694 0.2 1.8 0.1
H 2.930270 1.880514 5.521694 -0.3 -0.3 -1.3
O -0.946730 -1.082486 4.786694 1.1 -1.8 0.8
H -0.484730 -1.030486 5.678694 -0.8 -0.4 -1.6
H -1.057730 -2.066486 4.556694 0.3 2.1 0.9
O -1.112730 -1.951486 -4.827306 -0.2 0.8 -1.5
H -0.413730 -2.639486 -4.966306 -0.8 1.0 -0.3
H -1.206730 -1.427486 -5.694306 0.5 -1.5 2.0
O -3.638730 5.537514 0.613694 -0.6 -1.5 -1.4
H -3.341730 6.278514 1.103694 0.4 0.7 1.1
H -3.792730 4.742514 1.155694 0.2 0.9 0.1
O -5.098730 -1.518486 0.873694 -10.1 0.6 6.6
H -5.187730 -0.607486 0.709694 -1.4 2.2 0.4
H -4.411730 -1.590486 0.441694 11.4 -2.6 -6.5
O -3.268730 -5.806486 1.330694 0.6 0.9 -0.7
H -2.654730 -6.481486 1.586694 0.3 -0.7 0.3
H -4.089730 -6.002486 1.753694 -0.8 -0.3 0.4
O -0.788730 2.557514 -3.265306 -1.3 -7.6 -2.0
H -0.542730 3.340514 -3.034306 2.2 7.7 2.2
H -1.730730 2.524514 -3.270306 -1.0 0.0 0.0
O 0.237270 -5.479486 -0.026306 1.3 2.1 -3.0
H -0.605730 -5.199486 -0.387306 -0.2 0.3 -0.7
H -0.004730 -5.971486 0.681694 -0.8 -2.5 3.5
O 5.998270 1.006514 -3.136306 0.3 -0.7 1.5
H 5.948270 0.827514 -2.153306 0.7 0.4 -1.2
H 5.140270 1.378514 -3.260306 -0.9 0.5 -0.7
O -2.397730 -0.565486 -2.849306 2.2 -0.7 3.0
H -2.924730 -0.399486 -3.550306 -3.8 1.8 -3.2
H -1.869730 -1.157486 -3.390306 1.6 -1.0 0.1